[1]
{"formula": "C23H29Cl3N3O8P2RuS4", "method": "ωB97M-V with the def2-TZVPD basis set", "e_tot_ev": -147245.093, "e_above_lowest_kcal_mol": 0.0, "mol_weight_g_mol": 873.14, "homo_lumo_gap_ev": [7.047, 6.426], "s_squared": 8.766, "homo_energy_ha": [-0.25091, -0.27586], "multiplicity": 6, "symbols": ["Ru", "N", "C", "C", "P", "O", "O", "O", "P", "O", "O", "O", "H", "H", "H", "H", "H", "H", "H", "H", "S", "C", "S", "S", "C", "C", "C", "O", "C", "H", "H", "H", "H", "H", "H", "H", "H", "Cl", "C", "C", "C", "C", "C", "C", "N", "C", "C", "N", "C", "O", "C", "C", "C", "Cl", "S", "C", "C", "C", "Cl", "C", "H", "H", "H", "H", "H", "H", "H", "H", "H", "H", "H", "H", "H"], "coordinates": [[-0.11774, 0.04009, 0.22662], [-1.80540, -1.80401, 4.46721], [-1.26803, -1.60852, 3.06590], [-0.53695, -2.87189, 2.64449], [-0.10222, -0.16376, 3.25214], [-0.99295, 1.10370, 2.76064], [0.20943, -0.12733, 4.70129], [0.94143, -0.27340, 2.16961], [-2.73554, -1.10992, 2.06113], [-3.51356, -2.48523, 1.79684], [-3.50091, -0.26284, 3.02733], [-2.27584, -0.55312, 0.73985], [-1.10693, -1.34492, 5.09388], [-1.92574, -2.79120, 4.68688], [-2.70661, -1.29803, 4.51555], [0.28568, -3.09778, 3.32709], [-0.11580, -2.75711, 1.64422], [-1.23139, -3.71546, 2.62053], [-1.90143, 1.08499, 3.11493], [-3.34705, -2.82341, 0.90819], [1.67628, -3.26219, -2.62862], [1.05437, -2.11035, -1.66384], [1.86476, -0.66450, -1.14751], [-0.54475, -2.13291, -0.96591], [2.79483, 3.85016, -0.17152], [1.96948, 4.18523, 1.07498], [1.43110, 2.82748, 1.47762], [1.09995, 2.21595, 0.21763], [2.16212, 2.55418, -0.70103], [3.83685, 3.67532, 0.09426], [2.77286, 4.64957, -0.90994], [1.13985, 4.85078, 0.82869], [2.56000, 4.65241, 1.86072], [0.52263, 2.85309, 2.07441], [2.17787, 2.21153, 1.98895], [1.70495, 2.65037, -1.68605], [2.87825, 1.73235, -0.73423], [-7.40139, 9.09201, 0.02153], [-6.30748, 7.75272, -0.12519], [-4.95603, 7.94198, 0.11455], [-4.09822, 6.86094, 0.00636], [-4.56283, 5.59649, -0.33708], [-3.61397, 4.42830, -0.44111], [-3.07784, 4.23315, -1.86011], [-2.47076, 2.92060, -1.95991], [-3.03718, 1.78289, -2.49145], [-2.21456, 0.75942, -2.15357], [-1.15547, 1.24654, -1.42353], [-1.34321, 2.54863, -1.33286], [-2.48240, 4.60907, 0.39513], [-2.49028, 3.82411, 1.58651], [-3.70537, 4.06100, 2.42655], [-3.96065, 5.22023, 3.10012], [-2.91993, 6.58251, 3.20332], [-5.46881, 5.21238, 3.89850], [-5.78510, 3.61957, 3.35763], [-4.77169, 3.13016, 2.59358], [-5.92165, 5.45381, -0.58714], [-6.56151, 3.90138, -1.05740], [-6.80753, 6.51223, -0.48004], [-4.58827, 8.91856, 0.39256], [-3.04762, 6.98513, 0.22350], [-4.15163, 3.51386, -0.16106], [-2.33012, 4.99846, -2.07511], [-3.87059, 4.30734, -2.60354], [-3.96132, 1.81318, -3.03875], [-2.29785, -0.29142, -2.36958], [-0.71261, 3.23494, -0.80265], [-1.58330, 4.11778, 2.11817], [-2.41291, 2.75992, 1.33077], [-6.69678, 3.12441, 3.64105], [-4.76382, 2.13542, 2.17026], [-7.86127, 6.37099, -0.66707]]}

[2]
{"formula": "C23H29ClN2O4", "method": "ωB97M-V with the def2-TZVPD basis set", "e_tot_ev": -48013.348, "smiles": "CCOc1ccc(CN2CCN(Cc3cc4c(cc3Cl)OCO4)C[C@@H]2CCO)cc1", "e_above_lowest_kcal_mol": 56.7, "mol_weight_g_mol": 432.95, "homo_lumo_gap_ev": 8.407, "homo_energy_ha": -0.28105, "symbols": ["C", "C", "O", "C", "C", "C", "C", "C", "N", "C", "C", "N", "C", "C", "C", "C", "C", "C", "C", "Cl", "O", "C", "O", "C", "C", "C", "C", "O", "C", "C", "H", "H", "H", "H", "H", "H", "H", "H", "H", "H", "H", "H", "H", "H", "H", "H", "H", "H", "H", "H", "H", "H", "H", "H", "H", "H", "H", "H", "H"], "coordinates": [[1.52836, 4.95429, -2.85126], [0.58069, 4.12837, -1.99611], [0.60679, 2.79616, -2.47113], [-0.23203, 1.88534, -1.90381], [-1.06661, 2.13604, -0.82123], [-1.90168, 1.13813, -0.34734], [-1.92615, -0.12484, -0.92018], [-2.82470, -1.21115, -0.36933], [-2.28330, -2.07137, 0.66639], [-1.25704, -3.01010, 0.27222], [0.16487, -2.44197, 0.34486], [0.41221, -1.92667, 1.67916], [1.79137, -1.52115, 1.90083], [2.26081, -0.37133, 1.03550], [2.67808, -0.64115, -0.27527], [3.02971, 0.40759, -1.08435], [3.01443, 1.72460, -0.62160], [2.62335, 2.02252, 0.65785], [2.23808, 0.94978, 1.46559], [1.76657, 1.34545, 3.08214], [3.46212, 2.55838, -1.60458], [3.65290, 1.74095, -2.74141], [3.46515, 0.38887, -2.38008], [-0.54780, -0.88882, 2.00748], [-1.97895, -1.45117, 1.93936], [-2.18629, -2.44599, 3.09603], [-3.48598, -3.24215, 2.98380], [-3.22395, -4.46562, 2.32767], [-1.08640, -0.36422, -2.00425], [-0.24825, 0.61780, -2.48770], [1.24548, 4.87865, -3.89792], [1.48438, 5.99557, -2.54478], [2.54459, 4.58981, -2.73176], [0.89971, 4.15955, -0.94568], [-0.44111, 4.52729, -2.06812], [-1.08223, 3.10190, -0.34142], [-2.55187, 1.35864, 0.48795], [-3.13361, -1.86749, -1.18922], [-3.72575, -0.74489, 0.04495], [-1.33217, -3.86710, 0.94613], [-1.46266, -3.35414, -0.74322], [0.29351, -1.66046, -0.42111], [0.87858, -3.24697, 0.14917], [2.41946, -2.39463, 1.70413], [1.88649, -1.25793, 2.95676], [2.73595, -1.65441, -0.63484], [2.62164, 3.03176, 1.03336], [2.91993, 2.02028, -3.51622], [4.67384, 1.88144, -3.12570], [-0.45885, -0.02543, 1.32793], [-0.35095, -0.54747, 3.02604], [-2.68219, -0.62147, 2.07681], [-2.18205, -1.88322, 4.02987], [-1.35666, -3.15068, 3.11781], [-4.22971, -2.65915, 2.42650], [-3.88562, -3.44639, 3.98933], [-4.05741, -4.87545, 2.07814], [-1.09655, -1.33272, -2.48431], [0.39949, 0.42857, -3.32984]]}

[3]
{"formula": "C23H29ClN3O5Tc", "method": "ωB97M-V with the def2-TZVPD basis set", "e_tot_ev": -53728.380, "charge": 2, "e_above_lowest_kcal_mol": 0.0, "mol_weight_g_mol": 560.95, "homo_lumo_gap_ev": [8.799, 7.767], "s_squared": 2.012, "homo_energy_ha": [-0.56471, -0.56731], "multiplicity": 3, "symbols": ["Tc", "C", "C", "C", "C", "C", "C", "C", "N", "C", "C", "C", "C", "C", "C", "C", "N", "C", "C", "C", "C", "H", "H", "H", "H", "H", "H", "H", "H", "H", "H", "H", "H", "H", "H", "H", "H", "H", "H", "H", "H", "H", "H", "H", "H", "O", "Cl", "O", "O", "O", "O", "N", "C", "C", "C", "C", "C", "H", "H", "H", "H", "H"], "coordinates": [[0.00055, 0.19868, -0.08590], [3.07630, -4.09699, -4.57269], [3.92252, -2.99830, -3.90913], [5.01607, -3.63711, -3.03708], [4.58071, -2.14964, -4.99594], [3.01991, -2.16869, -3.01144], [2.83950, -0.79592, -3.17010], [2.00255, -0.10717, -2.31999], [1.33881, -0.71210, -1.32590], [1.49681, -2.04691, -1.14658], [2.32046, -2.78085, -1.96278], [0.72210, -2.59403, -0.01135], [0.71300, -3.91074, 0.37195], [-0.04177, -4.33476, 1.47446], [-0.75691, -3.35629, 2.16012], [-0.72477, -2.04755, 1.73149], [-0.00773, -1.66917, 0.66588], [-0.04650, -5.80006, 1.87512], [1.39268, -6.20644, 2.23282], [-0.95642, -6.05788, 3.07538], [-0.54155, -6.63260, 0.68117], [3.71569, -4.69699, -5.22024], [2.28018, -3.67188, -5.18593], [2.62674, -4.77088, -3.84158], [5.67695, -4.22926, -3.67004], [4.60144, -4.30485, -2.27997], [5.62033, -2.87882, -2.53617], [5.21219, -2.78928, -5.61131], [5.22070, -1.37046, -4.57705], [3.84529, -1.68697, -5.65692], [3.34118, -0.25175, -3.95581], [1.84414, 0.95883, -2.42808], [2.42589, -3.84285, -1.79660], [1.29610, -4.62840, -0.18618], [-1.35669, -3.60002, 3.02350], [-1.29084, -1.27348, 2.23171], [1.77872, -5.61536, 3.06504], [2.07225, -6.09684, 1.38584], [1.40503, -7.25494, 2.53055], [-0.62146, -5.52257, 3.96611], [-0.94061, -7.12083, 3.31268], [-1.99346, -5.78683, 2.86780], [0.11173, -6.53942, -0.18783], [-1.55214, -6.34561, 0.38605], [-0.56021, -7.68512, 0.96369], [-3.68000, 1.18391, -0.83797], [-2.71865, 0.35831, -0.25670], [-3.20544, -0.82172, 0.34027], [-1.84473, 1.10964, 0.71752], [-1.63615, -0.02693, -1.28966], [1.52989, 0.80124, 1.04319], [1.56375, 1.70390, 2.05326], [2.76870, 2.23366, 2.31378], [2.90259, 3.15007, 3.33249], [1.79005, 3.51408, 4.07630], [0.56155, 2.93872, 3.78347], [0.46770, 2.02243, 2.76074], [3.57209, 1.88846, 1.68156], [3.87849, 3.56960, 3.52996], [1.87861, 4.23539, 4.87696], [-0.32960, 3.18985, 4.34026], [-0.45207, 1.53082, 2.48278]]}

[4]
{"formula": "C23H29ClN6OS", "method": "ωB97M-V with the def2-TZVPD basis set", "e_tot_ev": -58668.852, "smiles": "Cc1nc2nc(SCC(=O)NCCCN3CCCC3)nn2c(C)c1Cc1ccccc1Cl", "e_above_lowest_kcal_mol": 0.6, "mol_weight_g_mol": 473.05, "homo_lumo_gap_ev": 8.907, "homo_energy_ha": -0.30858, "symbols": ["C", "C", "N", "C", "N", "C", "S", "C", "C", "O", "N", "C", "C", "C", "N", "C", "C", "C", "C", "N", "N", "C", "C", "C", "C", "C", "C", "C", "C", "C", "C", "Cl", "H", "H", "H", "H", "H", "H", "H", "H", "H", "H", "H", "H", "H", "H", "H", "H", "H", "H", "H", "H", "H", "H", "H", "H", "H", "H", "H", "H", "H"], "coordinates": [[3.34159, 2.32082, 0.24612], [2.40932, 1.15841, 0.35193], [1.35663, 1.35925, 1.11585], [0.49014, 0.37687, 1.24820], [-0.63580, 0.31776, 1.94012], [-1.10563, -0.90796, 1.66877], [-2.60813, -1.51903, 2.26061], [-2.72736, -2.98313, 1.18323], [-2.42152, -2.68793, -0.28577], [-1.84634, -3.50453, -0.97742], [-2.89935, -1.52034, -0.73359], [-2.58676, -1.02263, -2.05293], [-3.51974, 0.12801, -2.41164], [-3.39236, 1.29470, -1.42700], [-3.93162, 0.96903, -0.12089], [-5.39499, 0.88403, -0.07212], [-5.82702, 1.50299, 1.26519], [-4.51847, 1.64004, 2.04275], [-3.50717, 1.88582, 0.93282], [-0.35770, -1.63730, 0.85089], [0.66193, -0.83166, 0.56902], [1.70136, -1.06508, -0.24877], [1.71091, -2.37565, -0.95898], [2.64110, -0.05386, -0.34632], [3.87006, -0.23544, -1.20116], [5.16627, -0.02876, -0.46202], [6.12503, 0.84947, -0.95558], [7.33113, 1.04444, -0.30818], [7.60468, 0.35698, 0.86150], [6.67365, -0.53085, 1.36841], [5.47177, -0.72273, 0.70586], [4.35184, -1.86512, 1.37255], [2.87341, 3.18060, 0.71606], [3.56584, 2.54694, -0.79395], [4.27857, 2.10627, 0.75640], [-2.03495, -3.74613, 1.53672], [-3.75106, -3.34345, 1.28826], [-3.28099, -0.80706, -0.10668], [-2.68102, -1.84757, -2.76558], [-1.54352, -0.67493, -2.08368], [-4.54980, -0.22945, -2.42381], [-3.27076, 0.48202, -3.41326], [-2.33307, 1.53678, -1.29541], [-3.88832, 2.18610, -1.85433], [-5.85354, 1.41732, -0.91597], [-5.69247, -0.16738, -0.13575], [-6.55672, 0.88549, 1.78492], [-6.26869, 2.48667, 1.09944], [-4.54073, 2.44884, 2.76922], [-4.27782, 0.70994, 2.55551], [-3.55447, 2.93456, 0.59630], [-2.48399, 1.66074, 1.23957], [2.48032, -3.02658, -0.54487], [0.74277, -2.85698, -0.83030], [1.90355, -2.24285, -2.02162], [3.87130, -1.24845, -1.60650], [3.83139, 0.46328, -2.04137], [5.91735, 1.39113, -1.86702], [8.05483, 1.73342, -0.71577], [8.54033, 0.50529, 1.37780], [6.87482, -1.08113, 2.27421]]}